No. 1
Computed, not measured: a structure of composition C3H3O3Pd, with the ωB97M-V functional and the def2-TZVPD basis.

## Properties
**HOMO (alpha / beta)**: -13.77 / -15.93 eV
**Charge**: +1
**⟨S²⟩**: 2.007
**Orbital gap (alpha / beta)**: 0.301 / 0.302 Eh
**LUMO energy (alpha / beta)**: -5.57 / -7.72 eV
**Energy above the lowest of the compared OMol25 structures with the same formula, charge and spin**: 13.0 kcal per mole
**Multiplicity**: 3

Each line ends with the Mulliken spin population.
Element x y z (Å)
Pd (2.17, 0.88, -0.08)  1.192
H (-1.72, -0.32, -0.58)  0.012
C (-0.80, -0.49, 0.00)  -0.011
O (-0.14, 1.79, 0.58)  0.043
C (-0.62, 0.71, 0.88)  -0.002
C (1.04, -0.53, -0.71)  0.343
H (-0.73, 0.47, 1.95)  0.007
O (0.09, -1.27, -1.15)  0.105
O (1.74, 0.07, -1.58)  0.313
H (-1.04, -1.32, 0.70)  -0.003

---

No. 2
Computed, not measured: the ion C3H3O3S with charge -1, with the ωB97M-V functional and the def2-TZVPD basis.

## Properties
**HOMO**: -4.08 eV
**Charge**: -1
**Structure (SMILES)**: COC(=S)C(=O)[O-]
**Orbital gap**: 0.276 Eh
**LUMO energy**: 3.45 eV
**Energy above the lowest of the compared OMol25 structures with the same formula, charge and spin**: 1.4 kcal per mole

Each line ends with the Löwdin charge.
Element x y z (Å)
S (0.10, -1.56, -1.16)  0.667
C (0.52, -0.16, -0.43)  -0.717
H (-1.96, 0.48, 1.53)  0.082
O (2.01, 1.66, -0.05)  -0.035
O (2.63, 0.09, -1.52)  -0.061
C (-1.49, -0.16, 0.79)  -0.155
C (1.90, 0.63, -0.70)  -0.773
H (-1.34, -1.17, 1.19)  0.067
O (-0.26, 0.43, 0.46)  -0.144
H (-2.12, -0.25, -0.11)  0.068

---

No. 3
Computed, not measured: a cluster of 2 separate species, C3H3O3S in total, with the ωB97M-V functional and the def2-TZVPD basis.

## Properties
**HOMO**: -2.96 eV
**Charge**: -1
**Orbital gap**: 0.256 Eh
**LUMO energy**: 4.00 eV
**Energy above the lowest of the compared OMol25 structures with the same formula, charge and spin**: 122.8 kcal per mole

Each line ends with the Löwdin charge.
Element x y z (Å)
S (0.20, -1.88, -0.30)  0.708
C (1.02, 2.24, 0.08)  -0.023
O (-1.15, -0.80, 0.71)  -0.332
C (-1.37, 0.24, -0.02)  -0.174
H (-2.26, 0.83, 0.21)  -0.020
H (0.82, 0.17, -0.88)  -0.051
C (0.81, 1.17, -0.45)  -0.115
H (0.97, 3.13, 0.57)  -0.036
O (-0.38, -3.19, -0.55)  -0.479
O (1.34, -1.90, 0.62)  -0.477

---

No. 4
Computed, not measured: the ion C3H3O3S with charge -1, with the ωB97M-V functional and the def2-TZVPD basis.

## Properties
**HOMO**: -4.48 eV
**Charge**: -1
**Orbital gap**: 0.301 Eh
**LUMO energy**: 3.70 eV
**Energy above the lowest of the compared OMol25 structures with the same formula, charge and spin**: 25.6 kcal per mole

Each line ends with the Löwdin charge.
Element x y z (Å)
C (1.15, 0.05, 0.36)  -0.143
C (-0.21, 0.10, -0.22)  -0.438
S (-1.02, 1.54, -0.49)  0.913
O (-2.17, -1.16, 0.46)  -0.056
H (1.39, 1.09, 0.40)  0.013
H (2.02, -0.28, -0.36)  0.107
O (-1.00, -2.18, -1.14)  -0.038
H (1.24, -0.60, 1.31)  0.112
C (-1.26, -1.29, -0.34)  -0.772
O (-0.14, 2.73, 0.01)  -0.701

---

No. 5
Computed, not measured: a cluster of 2 separate species, C3H3O3S in total, with the ωB97M-V functional and the def2-TZVPD basis.

## Properties
**HOMO**: -3.70 eV
**Charge**: -1
**Orbital gap**: 0.272 Eh
**LUMO energy**: 3.69 eV
**Energy above the lowest of the compared OMol25 structures with the same formula, charge and spin**: 47.0 kcal per mole

Each line ends with the Löwdin charge.
Element x y z (Å)
H (1.64, -0.45, 1.09)  0.049
H (0.43, 0.41, 2.09)  0.029
C (0.14, 0.56, -0.16)  -0.628
O (1.27, 0.02, -2.79)  0.026
H (-0.65, 0.75, -2.34)  -0.061
C (0.72, 0.27, 1.00)  -0.217
O (-1.47, 1.22, -2.19)  -0.475
S (-1.22, 1.51, -0.46)  0.815
C (0.97, -0.61, -1.81)  -0.616
O (0.85, -1.71, -1.44)  0.078

---

No. 6
Computed, not measured: a structure of composition C3H3O3Yb, with the ωB97M-V functional and the def2-TZVPD basis.

## Properties
**HOMO (alpha / beta)**: -28.43 / -26.93 eV
**Charge**: +4
**⟨S²⟩**: 0.772
**Orbital gap (alpha / beta)**: 0.292 / 0.102 Eh
**LUMO energy (alpha / beta)**: -20.48 / -24.14 eV
**Multiplicity**: 2

Each line ends with the Mulliken spin population.
Element x y z (Å)
C (1.21, 0.39, 0.57)  -0.014
O (0.17, 0.19, 1.13)  0.058
C (-0.77, -0.52, -1.37)  -0.102
H (-2.07, 0.52, -0.07)  -0.001
O (2.33, 0.74, 0.71)  0.078
H (-1.65, -1.46, 0.28)  -0.009
Yb (4.35, 1.50, 1.76)  0.130
O (0.35, -0.21, -1.49)  0.311
H (-2.30, -0.68, -1.32)  0.188
C (-1.61, -0.47, -0.20)  0.360

---

No. 7
Computed, not measured: the ion C3H3OS with charge +1, with the ωB97M-V functional and the def2-TZVPD basis.

## Properties
**HOMO (alpha / beta)**: -12.19 / -15.57 eV
**Charge**: +1
**⟨S²⟩**: 2.027
**Orbital gap (alpha / beta)**: 0.234 / 0.301 Eh
**LUMO energy (alpha / beta)**: -5.81 / -7.37 eV
**Energy above the lowest of the compared OMol25 structures with the same formula, charge and spin**: 85.5 kcal per mole
**Multiplicity**: 3

Each line ends with the Mulliken spin population.
Element x y z (Å)
H (-0.76, -2.30, -0.02)  0.029
C (1.29, 0.19, -0.01)  0.815
O (0.78, -0.93, 0.00)  0.048
C (-0.45, -1.27, 0.00)  0.508
H (-0.79, 2.37, -0.01)  0.029
H (2.27, 0.61, 0.03)  0.008
C (-0.70, 1.31, 0.00)  0.594
S (-1.65, 0.03, 0.00)  -0.032

---

No. 8
Computed, not measured: a cluster of 2 separate species, C3H3OS2 in total, with the ωB97M-V functional and the def2-TZVPD basis.

## Properties
**HOMO (alpha / beta)**: -2.84 / -3.43 eV
**Charge**: -1
**Orbital gap (alpha / beta)**: 0.234 / 0.254 Eh
**LUMO energy (alpha / beta)**: 3.52 / 3.49 eV
**Energy above the lowest of the compared OMol25 structures with the same formula, charge and spin**: 75.2 kcal per mole

Each line ends with the Löwdin charge.
Element x y z (Å)
S (-1.74, -2.94, 0.00)  0.674
S (0.76, -2.51, 1.99)  0.353
H (-0.43, 0.02, -0.97)  -0.014
C (-0.04, -2.34, 0.55)  -1.160
H (1.11, 0.21, 0.02)  -0.016
O (0.41, -3.16, -1.77)  0.018
H (-0.54, 0.32, 0.82)  -0.015
C (-0.06, -2.86, -0.72)  -0.830
C (0.06, -0.01, -0.01)  -0.011

---

No. 9
Computed, not measured: a structure of composition C3H3OSm, with the ωB97M-V functional and the def2-TZVPD basis.

## Properties
**HOMO (alpha / beta)**: -6.20 / -7.36 eV
**⟨S²⟩**: 15.764
**Orbital gap (alpha / beta)**: 0.193 / 0.234 Eh
**LUMO energy (alpha / beta)**: -0.94 / -1.01 eV
**Multiplicity**: 8

Each line ends with the Mulliken spin population.
Element x y z (Å)
C (-2.40, -0.68, 0.18)  -0.038
H (-2.09, 1.55, 0.25)  0.015
H (-2.23, -1.50, 0.89)  0.033
C (-1.41, -0.30, -0.90)  0.796
Sm (1.08, -0.33, -0.65)  6.137
O (-0.06, 0.70, 0.98)  0.072
H (-3.47, -0.58, -0.08)  0.044
C (-1.59, 0.58, 0.25)  -0.059

---

No. 10
Computed, not measured: the molecule C3H3P3, with the ωB97M-V functional and the def2-TZVPD basis.

## Properties
**HOMO**: -8.64 eV
**Structure (SMILES)**: [H]/P=C1/PC1=C=P
**Orbital gap**: 0.277 Eh
**LUMO energy**: -1.09 eV
**Energy above the lowest of the compared OMol25 structures with the same formula, charge and spin**: 66.9 kcal per mole

Each line ends with the Löwdin charge.
Element x y z (Å)
C (1.10, 0.36, 0.82)  -0.554
C (0.16, -0.33, 0.28)  -0.668
H (0.27, -1.87, -1.57)  -0.033
H (-2.41, 1.49, -0.37)  -0.145
P (2.36, 1.31, 1.21)  0.770
C (-1.23, -0.66, -0.06)  -0.890
P (-2.71, 0.12, -0.09)  0.793
H (2.53, 1.67, -0.13)  -0.156
P (-0.06, -2.09, -0.09)  0.883

---

No. 11
Computed, not measured: the molecule C3H3PS, with the ωB97M-V functional and the def2-TZVPD basis.

## Properties
**HOMO**: -7.87 eV
**Structure (SMILES)**: Cc1pc1=S
**Orbital gap**: 0.256 Eh
**LUMO energy**: -0.89 eV
**Energy above the lowest of the compared OMol25 structures with the same formula, charge and spin**: 10.2 kcal per mole

Each line ends with the Löwdin charge.
Element x y z (Å)
S (0.70, -0.36, 2.76)  0.555
H (-0.62, 0.60, -1.99)  0.134
C (0.20, -0.40, -0.10)  -0.587
P (1.23, -1.79, -0.11)  1.032
H (-1.49, 0.43, -0.52)  0.051
C (-0.52, 0.61, -0.80)  -0.103
C (0.69, -0.68, 1.19)  -1.172
H (-0.19, 1.58, -0.45)  0.091

---

No. 12
Computed, not measured: a cluster of 17 separate species, C3H44N2O16 in total, with the ωB97M-V functional and the def2-TZVPD basis.

## Properties
**HOMO**: -16.01 eV
**Charge**: +2
**Orbital gap**: 0.412 Eh
**LUMO energy**: -4.79 eV
**Energy above the lowest of the compared OMol25 structures with the same formula, charge and spin**: 0.0 kcal per mole

Each line ends with the Löwdin charge.
Element x y z (Å)
H (-1.51, -3.00, 3.54)  0.053
H (1.32, -0.20, -3.42)  0.004
H (2.90, 1.85, -0.58)  0.111
H (-5.19, -1.36, -2.29)  0.069
O (-2.86, -3.97, -1.03)  -0.043
C (1.44, 0.57, 2.23)  -0.111
H (5.62, 1.32, 0.35)  0.054
C (0.21, -0.32, 1.88)  -0.138
H (-0.17, -1.74, -0.43)  0.010
H (-3.50, -3.25, -1.10)  0.016
H (5.48, -0.04, -0.33)  0.050
H (-4.11, 0.34, 1.52)  0.011
H (-2.23, 3.37, 2.61)  0.074
H (-2.24, -3.72, -3.83)  0.028
C (2.49, 0.73, 1.11)  -0.183
O (-1.38, 3.08, 2.95)  -0.026
O (-1.35, -2.31, 0.58)  -0.051
H (1.73, 0.67, -0.88)  0.100
N (-0.97, 0.53, 1.53)  0.191
H (-1.80, -0.09, 1.61)  0.099
O (-0.73, -3.39, 3.13)  -0.040
H (-5.83, 1.29, 1.43)  0.075
H (0.11, -2.06, -4.86)  0.046
O (0.36, -1.14, -1.04)  -0.088
H (3.36, 3.56, -2.65)  0.063
H (0.28, 4.02, 0.05)  0.060
H (-2.05, -2.76, 0.10)  0.028
H (1.89, 3.86, -2.88)  0.056
O (-3.56, -0.47, 1.45)  -0.069
H (-1.39, -2.34, 1.55)  0.026
O (2.99, 4.30, 1.18)  -0.044
H (-1.11, 1.32, 2.17)  0.106
H (2.46, -2.88, 0.12)  0.061
H (3.89, -2.55, 0.41)  0.065
H (2.86, -0.25, 0.77)  0.082
O (-4.38, -1.43, -1.77)  -0.038
H (-3.73, -0.67, 0.51)  0.036
H (1.08, 1.60, 2.36)  0.105
H (2.29, -0.45, -2.20)  0.034
H (0.86, -0.71, -5.28)  0.065
H (1.93, 0.29, 3.15)  0.127
H (0.20, -1.49, -1.92)  0.045
H (3.41, 1.07, 1.59)  0.123
H (-5.17, 2.72, 1.19)  0.070
O (3.04, -2.12, 0.27)  -0.052
H (-1.21, 3.29, 3.87)  0.089
O (-5.02, 1.80, 1.41)  -0.036
N (2.12, 1.33, -0.18)  0.190
H (2.81, 5.15, 0.76)  0.050
O (0.01, 3.24, 0.53)  -0.055
O (0.29, -1.14, -4.64)  -0.039
H (-3.74, -1.27, -2.48)  0.060
H (-0.50, 3.58, 1.28)  0.025
O (1.88, 0.23, -2.75)  -0.064
H (-1.18, -4.80, -3.29)  0.042
H (0.06, -0.78, 2.86)  0.127
H (0.53, -0.98, 1.10)  0.079
H (-3.07, -4.65, -1.67)  0.057
H (3.49, 3.78, 0.55)  0.013
O (-1.32, -3.99, -3.78)  -0.039
H (1.39, 2.06, -0.18)  0.104
H (-0.88, 0.90, 0.58)  0.147
H (-0.31, -3.95, 3.80)  0.066
O (2.50, 3.57, -2.20)  -0.044
O (5.21, 0.88, -0.40)  -0.033